Record 1
Here is a molecular structure, C35H29MoNO6P2S2 at a distorted geometry from the OMol25 dataset. Energies are from ωB97M-V with the def2-TZVPD basis set.

Values from the calculation:
**Total charge**: +2
**HOMO energy (alpha / beta)**: -13.41 / -12.72 eV
**Gap between HOMO and LUMO (alpha / beta)**: 4.88 / 2.99 eV
**E_tot**: -92629.39633 eV
**Largest force on an atom**: 0.0883 hartree/bohr

Positions of all 76 atoms, in Å:
Mo 0.91 -0.93 0.69
S -1.38 -0.68 1.56
P -1.50 0.47 -0.24
C -0.02 -0.19 -0.85
P 0.60 -1.00 -2.27
S 2.18 -1.94 -1.29
C 1.09 -0.09 -3.70
C 0.78 1.28 -3.87
C 1.29 1.97 -4.97
C 2.11 1.32 -5.91
C 2.44 -0.03 -5.74
C 1.86 -0.75 -4.66
C -0.71 -2.15 -2.72
C -1.39 -2.07 -3.94
C -2.40 -3.00 -4.24
C -2.72 -4.01 -3.34
C -2.03 -4.10 -2.12
C -1.03 -3.18 -1.82
C -2.85 0.07 -1.33
C -3.67 -1.03 -0.99
C -4.79 -1.34 -1.78
C -5.07 -0.58 -2.91
C -4.25 0.49 -3.28
C -3.16 0.84 -2.49
C -1.57 2.20 0.20
C -2.70 2.67 0.91
C -2.71 3.96 1.45
C -1.59 4.78 1.24
C -0.46 4.29 0.58
C -0.43 2.99 0.08
H 0.13 1.78 -3.13
H 1.04 3.03 -5.09
H 2.49 1.87 -6.78
H 3.11 -0.52 -6.45
H 2.03 -1.83 -4.58
H -1.11 -1.30 -4.67
H -2.91 -2.97 -5.21
H -3.52 -4.72 -3.58
H -2.27 -4.89 -1.40
H -0.48 -3.26 -0.86
H -3.45 -1.62 -0.08
H -5.47 -2.14 -1.47
H -5.98 -0.79 -3.48
H -4.47 1.05 -4.19
H -2.56 1.74 -2.73
H -3.56 2.03 1.02
H -3.58 4.26 2.03
H -1.62 5.80 1.64
H 0.44 4.93 0.48
H 0.44 2.56 -0.40
N 2.87 -1.51 1.62
C 2.75 -2.95 2.02
C 1.40 -3.56 2.05
O 1.34 -4.52 2.86
O 0.51 -3.04 1.28
H 3.64 -1.39 0.96
H 3.05 -0.94 2.45
H 3.17 -3.08 3.04
H 3.35 -3.57 1.33
O 2.57 2.81 2.00
C 2.03 1.74 2.23
O 1.45 0.91 1.41
C 2.17 1.29 3.65
C 1.52 0.17 4.15
C 1.58 -0.25 5.48
C 2.34 0.52 6.34
O 2.62 0.37 7.67
C 3.51 1.44 8.04
O 3.73 2.23 6.88
C 3.03 1.63 5.85
C 2.97 2.04 4.54
H 0.92 -0.43 3.46
H 0.99 -1.10 5.88
H 4.44 0.98 8.41
H 3.03 2.04 8.82
H 3.55 2.93 4.25



Record 2
Here is a molecular structure, C35H30BF4IrN3SSb at a distorted geometry from the OMol25 dataset. Energies are from ωB97M-V with the def2-TZVPD basis set.

Values from the calculation:
**Total charge**: +2
**HOMO energy (alpha / beta)**: -14.14 / -14.44 eV
**Multiplicity**: 5
**Gap between HOMO and LUMO (alpha / beta)**: 8.16 / 6.48 eV
**E_tot**: -73000.98445 eV
**Energy relative to the best compared isomer or geometry (same formula, charge and spin)**: 32.3 kJ/mol
**Largest force on an atom**: 0.0224 hartree/bohr

Positions of all 76 atoms, in Å:
Ir 1.14 -1.62 -0.43
C -1.63 -3.20 -1.87
C -1.60 -3.45 -0.40
C -2.53 -4.32 0.16
C -2.50 -4.61 1.50
C -1.51 -4.03 2.28
C -0.61 -3.18 1.69
N -0.65 -2.87 0.38
C 0.52 -2.62 2.46
C 0.56 -2.55 3.84
C 1.73 -2.11 4.44
C 2.82 -1.75 3.65
C 2.69 -1.81 2.28
N 1.55 -2.23 1.72
C 3.76 -1.43 1.34
C 5.06 -1.23 1.73
C 5.99 -0.85 0.78
C 5.59 -0.66 -0.52
C 4.26 -0.88 -0.88
C 3.80 -0.68 -2.28
N 3.37 -1.28 0.06
H -2.64 -3.29 -2.25
H -1.01 -3.93 -2.39
H -1.25 -2.22 -2.11
H -3.27 -4.77 -0.49
H -3.21 -5.30 1.94
H -1.42 -4.27 3.33
H -0.30 -2.82 4.43
H 1.80 -2.05 5.52
H 3.73 -1.40 4.11
H 5.35 -1.39 2.76
H 7.03 -0.70 1.06
H 6.29 -0.35 -1.29
H 4.49 -0.05 -2.83
H 2.82 -0.21 -2.32
H 3.73 -1.64 -2.81
S 1.07 0.67 0.14
Sb -0.92 1.90 -0.34
C -2.71 0.86 -0.44
C -3.66 1.10 0.56
C -4.90 0.49 0.46
C -5.19 -0.33 -0.63
C -4.24 -0.55 -1.63
C -3.00 0.05 -1.54
C -0.90 3.00 1.44
C -1.11 2.30 2.63
C -1.05 2.99 3.83
C -0.78 4.36 3.84
C -0.56 5.04 2.65
C -0.62 4.36 1.43
C -0.58 3.05 -2.03
C 0.65 3.70 -2.16
C 0.87 4.47 -3.29
C -0.12 4.59 -4.25
C -1.34 3.94 -4.11
C -1.58 3.16 -2.98
H -3.44 1.76 1.39
H -5.65 0.67 1.22
H -6.17 -0.79 -0.70
H -4.49 -1.17 -2.48
H -2.27 -0.08 -2.34
H -1.30 1.23 2.63
H -1.22 2.47 4.77
H -0.74 4.90 4.78
H -0.35 6.11 2.66
H -0.46 4.90 0.50
H 1.43 3.59 -1.41
H 1.82 4.99 -3.41
H 0.06 5.20 -5.13
H -2.11 4.04 -4.86
H -2.53 2.65 -2.87
F 0.23 -0.59 -2.54
B 0.84 -1.58 -3.48
F 1.42 -2.56 -2.47
F 1.85 -1.01 -4.19
F -0.14 -2.19 -4.21



Record 3
Here is a molecular structure, C35H30GaGeN2OS2 at a distorted geometry from the OMol25 dataset. Energies are from ωB97M-V with the def2-TZVPD basis set.

Values from the calculation:
**Total charge**: -1
**HOMO energy**: -3.52 eV
**Gap between HOMO and LUMO**: 6.01 eV
**E_tot**: -172371.83741 eV
**Largest force on an atom**: 0.0976 hartree/bohr

Positions of all 72 atoms, in Å:
Ga -0.63 13.40 16.89
C -4.89 12.82 15.80
C -3.53 12.56 16.50
N -2.51 13.30 16.19
N -2.75 14.38 15.40
C -2.11 15.44 15.78
S -1.20 15.65 17.29
S -2.47 16.91 14.89
C -0.85 17.47 14.36
C -0.36 16.85 13.08
C -0.94 17.26 11.88
C -0.60 16.66 10.69
C 0.35 15.60 10.72
C 0.85 15.18 11.94
C 0.46 15.81 13.12
C -3.39 11.44 17.40
C -4.29 10.34 17.40
C -4.07 9.25 18.20
C -2.97 9.16 19.10
C -2.11 10.21 19.13
C -2.29 11.37 18.31
O -1.40 12.33 18.39
H -4.97 13.90 15.45
H -5.69 12.53 16.39
H -4.73 12.15 14.81
H -0.14 17.29 15.17
H -1.06 18.51 14.17
H -1.73 18.04 11.90
H -1.04 16.98 9.83
H 0.58 15.16 9.71
H 1.46 14.30 11.88
H 0.93 15.47 14.06
H -5.25 10.37 16.83
H -4.85 8.45 18.15
H -2.77 8.40 19.91
H -1.35 10.24 19.90
C 0.76 12.79 15.76
Ge 0.81 10.90 15.32
C -0.91 10.36 14.54
C -1.82 9.46 15.10
C -3.06 9.17 14.53
C -3.38 9.82 13.32
C -2.55 10.81 12.78
C -1.31 11.01 13.46
C 1.38 9.50 16.64
C 2.18 9.91 17.68
C 2.64 8.92 18.57
C 2.16 7.57 18.53
C 1.43 7.16 17.41
C 1.06 8.10 16.46
C 2.07 10.65 13.78
C 2.14 9.41 13.13
C 3.09 9.21 12.14
C 3.90 10.27 11.68
C 3.72 11.49 12.19
C 2.86 11.69 13.27
H 1.66 13.44 15.66
H -1.58 8.93 16.00
H -3.76 8.52 14.96
H -4.33 9.63 12.90
H -2.73 11.26 11.77
H -0.60 11.69 12.93
H 2.49 10.91 17.80
H 3.25 9.36 19.33
H 2.46 6.82 19.22
H 1.13 6.13 17.29
H 0.48 7.81 15.64
H 1.46 8.63 13.41
H 3.29 8.25 11.66
H 4.70 10.09 10.93
H 4.19 12.36 11.84
H 2.64 12.70 13.75



Record 4
Here is a molecular structure, C35H30N3O2RuSi from the OMol25 dataset. Energies are from ωB97M-V with the def2-TZVPD basis set.

Values from the calculation:
**HOMO energy (alpha / beta)**: -7.98 / -8.02 eV
**Multiplicity**: 2
**Gap between HOMO and LUMO (alpha / beta)**: 8.25 / 7.59 eV
**E_tot**: -55809.98343 eV
**Energy relative to the best compared isomer or geometry (same formula, charge and spin)**: 0.0 kJ/mol
**Largest force on an atom**: 0.0095 hartree/bohr

Positions of all 72 atoms, in Å:
Ru 2.32 0.95 0.47
O 0.00 3.65 -1.55
C 0.67 2.98 -0.76
N 1.72 2.18 -1.03
C 2.06 2.07 -2.44
C 1.65 0.74 -3.03
C 0.69 0.66 -4.03
C 0.31 -0.58 -4.51
C 0.91 -1.71 -3.99
C 1.88 -1.54 -3.01
N 2.24 -0.35 -2.54
C 0.32 3.00 0.70
C -0.69 3.81 1.19
C -0.91 3.83 2.56
C -0.11 3.07 3.39
C 0.87 2.27 2.82
N 1.07 2.24 1.50
H 3.12 2.26 -2.60
H 1.50 2.85 -2.96
H 0.22 1.57 -4.40
H -0.45 -0.66 -5.28
H 0.64 -2.70 -4.32
H 2.38 -2.40 -2.58
H -1.27 4.38 0.48
H -1.70 4.44 2.97
H -0.25 3.06 4.46
H 1.49 1.62 3.42
C 3.60 -0.70 1.31
C 4.11 -0.36 0.04
C 4.50 1.00 0.09
C 4.22 1.52 1.38
C 3.65 0.45 2.14
H 3.16 -1.65 1.58
H 4.16 -0.99 -0.83
H 4.91 1.56 -0.74
H 4.43 2.51 1.73
H 3.34 0.49 3.18
O 0.69 -0.13 0.24
Si -0.75 -0.80 0.35
C -1.74 -0.14 1.82
C -1.21 -0.30 3.10
C -1.90 0.13 4.23
C -3.14 0.73 4.09
C -3.69 0.90 2.83
C -3.00 0.46 1.70
C -0.57 -2.65 0.60
C -1.60 -3.44 1.11
C -1.44 -4.81 1.26
C -0.25 -5.42 0.90
C 0.79 -4.65 0.39
C 0.62 -3.28 0.24
C -1.74 -0.48 -1.22
C -2.00 0.84 -1.62
C -2.70 1.12 -2.78
C -3.18 0.08 -3.57
C -2.93 -1.24 -3.20
C -2.22 -1.51 -2.04
H -0.24 -0.77 3.22
H -1.47 -0.02 5.21
H -3.68 1.06 4.97
H -4.66 1.36 2.72
H -3.44 0.59 0.72
H -2.54 -2.98 1.41
H -2.25 -5.41 1.66
H -0.12 -6.49 1.01
H 1.72 -5.12 0.10
H 1.43 -2.67 -0.16
H -1.64 1.67 -1.02
H -2.88 2.15 -3.06
H -3.73 0.29 -4.47
H -3.30 -2.05 -3.81
H -2.03 -2.54 -1.76